# C4H12NO3

A cluster of 2 separate species, C4H12NO3 in total at a distorted geometry (ωB97M-V with the def2-TZVPD basis set, OMol25).

XYZ file:
```
20
Properties=species:S:1:pos:R:3
C 0.3216 -0.7648 -1.6444
O 1.5913 -0.1009 -1.8717
C -0.3405 0.1241 -0.5699
C -1.4682 -0.6144 0.0933
C -2.8479 -0.0326 0.0221
O -3.1757 0.9899 -0.4923
N 0.7590 0.5575 0.3998
H 0.5370 -1.7934 -1.2797
H -0.0821 -0.8364 -2.6501
H 2.2668 -0.5961 -2.3502
H -0.6173 1.1419 -0.9948
H -1.3448 -1.0073 1.1130
H -1.5618 -1.5150 -0.4884
H -3.5401 -0.8476 0.3935
H 0.8085 1.5588 0.5074
H 0.6556 -0.0702 1.2038
H 1.6254 0.1452 -0.0316
H 2.7737 0.7194 2.7933
H 1.7765 1.9163 3.0988
O 1.8631 1.0257 2.7480
```

Output
E_HOMO, Eh: -0.5027
Total charge: +1
Relative energy (zero: lowest compared OMol25 entry of this formula, charge and spin), kJ/mol: 200.49